Molecular formula: C3H6O3S
Method: DFT, ωB97M-V/def2-TZVPD

Values from the calculation:
Lowest unoccupied orbital energy (spin up / spin down) ... -3.82 / -1.21 eV
Charge ... 0
ΔE to the lowest compared entry with this formula, charge and spin ... 56.3 kcal per mole
Multiplicity ... 1
HOMO (spin up / spin down) ... -8.622 / -10.463 eV
M ... 122.14 g mol⁻¹

Cartesian coordinates (Å):
C 2.744728 0.078927 0.455733
C -0.975063 -0.766860 -0.771191
C -1.482623 -0.049612 0.466246
O 3.315586 -0.220855 -0.566404
O 1.638939 0.554162 0.752340
O -1.391832 2.206597 -0.885364
S -1.067019 1.725756 0.442182
H 3.350294 -0.127526 1.418452
H -1.362447 -0.298131 -1.674834
H 0.111596 -0.735870 -0.798143
H -1.295419 -1.806888 -0.755142
H -1.016877 -0.430753 1.371864
H -2.569862 -0.128945 0.544265

Forces on atoms 1 to 3 (eV/Å):
C 1.3 -0.6 -1.1
C 0.0 0.1 -0.1
C 0.1 0.3 -0.1

Molecular formula: C3H6O4
Method: DFT, ωB97M-V/def2-TZVPD

Values from the calculation:
Lowest unoccupied orbital energy ... 0.49 eV
Charge ... 0
ΔE to the lowest compared entry with this formula, charge and spin ... 81.6 kcal per mole
Multiplicity ... 1
HOMO ... -8.551 eV
M ... 106.08 g mol⁻¹

Cartesian coordinates (Å):
C -1.562932 0.544818 0.200793
C 0.932804 -0.100464 -0.417195
C 1.569214 -1.269646 -0.451463
O -1.008329 1.145341 1.195065
O -2.477416 -0.339336 0.539579
O -1.449660 0.840629 -1.069687
O 1.415820 0.921738 0.456527
H -0.011060 1.345660 0.967758
H -2.859275 -0.690526 -0.280871
H -0.349142 0.541838 -1.245382
H 2.175910 0.633944 0.989201
H 1.107646 -2.118591 -0.940878
H 2.516420 -1.455404 0.056553

Forces on atoms 1 to 3 (eV/Å):
C -1.4 0.9 -1.3
C -0.5 0.3 -1.0
C -0.1 0.1 0.2

Molecular formula: C3H6O5S2
Method: DFT, ωB97M-V/def2-TZVPD

Values from the calculation:
Lowest unoccupied orbital energy ... -0.30 eV
Charge ... 0
ΔE to the lowest compared entry with this formula, charge and spin ... 45.3 kcal per mole
Multiplicity ... 1
HOMO ... -9.609 eV
M ... 186.21 g mol⁻¹
Structure (SMILES) ... CS(=O)(=O)C(=O)S(C)(=O)=O

Cartesian coordinates (Å):
C 0.390692 -0.998515 -0.315530
C 1.509985 1.567478 0.834773
C -2.449052 -1.169282 -0.567154
O 0.453316 -2.152603 -0.376934
O 3.053092 -0.588857 0.382030
O 2.314057 0.773054 -1.542340
O -1.392922 0.008262 1.380550
O -1.042936 1.245669 -0.707521
S 2.069649 0.255285 -0.244932
S -1.222788 -0.003380 -0.032603
H 1.204332 1.254174 1.843866
H 2.382908 2.086547 1.220001
H 0.593326 1.935179 0.349629
H -3.293434 -0.743364 -0.207535
H -2.290632 -1.226256 -1.744742
H -2.279587 -2.243391 -0.271557

Forces on atoms 1 to 3 (eV/Å):
C 0.7 2.9 0.4
C -0.5 -1.0 1.1
C 3.5 -1.9 -4.5

Molecular formula: C3H6OS
Method: DFT, ωB97M-V/def2-TZVPD

Values from the calculation:
Lowest unoccupied orbital energy ... 0.96 eV
Charge ... 0
ΔE to the lowest compared entry with this formula, charge and spin ... 20.1 kcal per mole
Multiplicity ... 1
HOMO ... -8.658 eV
M ... 90.15 g mol⁻¹
Structure (SMILES) ... C1CSCO1

Cartesian coordinates (Å):
C -1.002399 -1.088149 0.078378
C -1.133943 0.426557 0.289676
C 1.163229 -0.368091 -0.352297
H -0.856735 -1.674036 1.014807
H -1.968006 -1.472180 -0.370282
H -1.796327 0.589597 1.127059
H -1.753357 0.763600 -0.586928
H 1.838876 -0.122398 -1.209535
H 1.747037 -0.817917 0.415528
O 0.109099 -1.164713 -0.819466
S 0.484650 1.139321 0.379408

Forces on atoms 1 to 3 (eV/Å):
C -0.2 0.3 0.0
C -2.4 -0.6 -0.9
C 0.5 0.3 -1.4

Molecular formula: C3H6OS
Method: DFT, ωB97M-V/def2-TZVPD

Values from the calculation:
Lowest unoccupied orbital energy ... 0.77 eV
Charge ... 0
ΔE to the lowest compared entry with this formula, charge and spin ... 46.1 kcal per mole
Multiplicity ... 1
HOMO ... -8.761 eV
M ... 90.15 g mol⁻¹
Structure (SMILES) ... O[C@H]1C[C@@H]1S

Cartesian coordinates (Å):
C 0.752149 -0.096826 0.668842
C 0.279600 1.098126 -0.060588
C -0.515103 -0.148313 -0.182524
H 1.298196 -1.747512 -0.163609
H 0.802428 -0.000491 1.766416
H -0.004785 1.890411 0.589682
H 0.978355 1.496963 -0.920500
H -0.351363 -0.652380 -1.079260
H -2.672037 -0.700231 -0.935724
O 1.671983 -0.844285 0.042094
S -2.239421 -0.295462 0.275172

Forces on atoms 1 to 3 (eV/Å):
C -2.3 0.1 0.5
C 2.6 1.5 -2.2
C -0.8 1.4 1.5

Molecular formula: C3H6OS
Method: DFT, ωB97M-V/def2-TZVPD

Values from the calculation:
Lowest unoccupied orbital energy ... 0.41 eV
Charge ... 0
ΔE to the lowest compared entry with this formula, charge and spin ... 21.0 kcal per mole
Multiplicity ... 1
HOMO ... -8.897 eV
M ... 90.15 g mol⁻¹
Structure (SMILES) ... CCOC=S

Cartesian coordinates (Å):
C -0.442464 1.237408 -0.428935
C 0.333762 0.418445 0.651330
C 0.352951 -1.739268 -0.309980
H 0.286781 1.817224 -0.971715
H -0.988764 0.624081 -1.103785
H -1.157625 1.873832 0.105921
H 1.070842 1.006380 1.159612
H -0.382663 0.115832 1.451393
H 1.101087 -2.417474 -0.756591
O 0.968196 -0.653593 0.060899
S -1.142103 -2.282867 0.141852

Forces on atoms 1 to 3 (eV/Å):
C 0.8 0.2 1.8
C -3.0 1.1 0.4
C -0.6 -1.8 1.2

Which formula does entry 4 have?
C3H6OS